1.
C18H19F3N6O8PtS2 as an isolated structure. Source: OMol25; level of theory: ωB97M-V with the def2-TZVPD basis set.

XYZ file:
```
57
Properties=species:S:1:pos:R:3:nbo_charge:R:1
Pt -0.367 1.755 -0.789 0.817
O -3.579 3.918 0.085 -0.684
C -2.923 3.165 -0.627 0.783
O -1.647 3.288 -0.787 -0.731
C -3.676 2.148 -1.478 -0.124
C -5.067 2.244 -1.424 -0.177
C -5.899 1.473 -2.216 -0.288
C -5.324 0.567 -3.102 -0.222
C -3.951 0.442 -3.159 -0.247
C -3.094 1.212 -2.352 -0.147
S -1.386 0.895 -2.578 -0.134
H -5.469 2.968 -0.729 0.231
H -6.976 1.575 -2.146 0.186
H -5.946 -0.053 -3.739 0.185
H -3.500 -0.279 -3.832 0.199
C 3.791 -1.492 1.086 -0.631
C 2.789 -2.506 0.547 -0.360
C 2.014 -2.006 -0.682 -0.273
C 1.082 -3.124 -1.195 -0.358
C 0.302 -2.745 -2.449 -0.631
C 3.012 -1.690 -1.768 0.723
O 3.811 -2.512 -2.195 -0.660
N 2.965 -0.426 -2.239 -0.658
C 2.028 0.596 -1.934 0.801
O 2.109 1.604 -2.595 -0.606
N 1.119 0.360 -0.933 -0.694
C 1.114 -0.829 -0.260 0.713
O 0.377 -1.044 0.686 -0.654
H 4.282 -1.876 1.984 0.192
H 3.306 -0.550 1.347 0.248
H 4.571 -1.278 0.351 0.201
H 2.045 -2.743 1.310 0.219
H 3.296 -3.431 0.262 0.200
H 0.391 -3.350 -0.381 0.221
H 1.701 -4.005 -1.380 0.199
H -0.267 -1.823 -2.310 0.245
H -0.408 -3.532 -2.710 0.199
H 0.970 -2.604 -3.302 0.197
H 3.612 -0.169 -2.970 0.412
N 0.074 -0.331 3.519 -0.802
C -0.970 -1.171 3.621 0.638
N -0.862 -2.170 4.572 -0.819
N -2.079 -1.107 2.948 -0.649
C -2.110 -0.205 1.960 0.416
N -2.154 0.571 1.108 -0.418
H 0.972 -0.661 3.834 0.391
H 0.160 0.235 2.678 0.465
H -0.295 -1.953 5.374 0.373
H -1.747 -2.604 4.778 0.391
F 2.533 4.966 1.931 -0.326
C 2.337 3.804 2.567 0.686
F 3.419 3.587 3.343 -0.340
F 1.289 3.956 3.385 -0.325
S 2.099 2.409 1.389 2.376
O 2.027 1.261 2.270 -1.013
O 3.265 2.473 0.548 -0.963
O 0.832 2.795 0.776 -0.975
```

Results
net charge	-2
ΔE to the lowest compared entry with this formula, charge and spin	21.89	kcal/mol

***

2.
C2HBr2NO as an isolated structure at a distorted geometry. Source: OMol25; level of theory: ωB97M-V with the def2-TZVPD basis set.

XYZ file:
```
7
Properties=species:S:1:pos:R:3:nbo_charge:R:1
C 0.299 -0.009 -1.669 0.906
C -1.861 -1.254 -0.101 -0.327
N -0.215 -0.206 -0.569 -0.732
O 0.563 0.265 -2.765 -0.440
Br -3.107 -0.704 -1.372 0.081
Br -1.243 -2.981 -0.360 0.074
H 0.246 -0.625 0.181 0.438
```

Results
ΔE to the lowest compared entry with this formula, charge and spin	56.39	kcal/mol

***

3.
One molecule with the formula C5H11P. Source: OMol25; level of theory: ωB97M-V with the def2-TZVPD basis set.

XYZ file:
```
17
Properties=species:S:1:pos:R:3:nbo_charge:R:1
C 2.203 0.440 -0.558 -0.921
P 1.341 -0.765 0.556 0.579
C -0.396 -0.149 0.351 -0.319
C -0.672 1.121 1.124 -0.606
C -1.112 -0.374 -0.950 -0.425
C -1.485 -1.178 0.258 -0.413
H 2.356 1.375 -0.022 0.225
H 1.626 0.626 -1.461 0.222
H 3.178 0.033 -0.818 0.232
H 1.214 -1.767 -0.418 -0.059
H -0.402 0.988 2.172 0.215
H -1.726 1.386 1.069 0.210
H -0.089 1.950 0.724 0.208
H -0.598 -0.878 -1.756 0.214
H -1.798 0.389 -1.289 0.212
H -2.427 -0.971 0.744 0.212
H -1.213 -2.224 0.274 0.215
```

Results
ΔE to the lowest compared entry with this formula, charge and spin	3.60	kcal/mol
SMILES	CPC1(C)CC1

***

4.
C2H3O2 as an isolated structure at a distorted geometry. Source: OMol25; level of theory: ωB97M-V with the def2-TZVPD basis set.

XYZ file:
```
7
Properties=species:S:1:pos:R:3:nbo_charge:R:1
C 0.776 -0.157 -0.407 0.096
C -0.362 0.453 0.428 0.283
O -1.519 0.551 -0.314 -0.077
O -0.942 -0.717 0.063 -0.079
H 0.656 -0.179 -1.457 0.265
H 1.576 -0.562 0.234 0.267
H -0.186 0.611 1.453 0.245
```

Results
net charge	+1
ΔE to the lowest compared entry with this formula, charge and spin	123.43	kcal/mol

***

ΔE to the lowest compared entry with this formula, charge and spin of number 4 (C2H3O2)?
123.43 kcal/mol